82
Properties=species:S:1:pos:R:3:forces:R:3 method="wB97M-V/def2-TZVPD" e_homo_ev=-19.91 charge=+4 e_above_lowest_kj_mol=0.00
N 0.600 5.767 0.907 0.055 -0.422 0.482
C -0.379 5.145 1.584 0.082 0.064 -0.091
C -0.266 3.834 2.046 0.025 0.138 0.000
C 0.919 3.112 1.786 -0.463 0.334 -0.801
C 1.959 3.788 1.113 -0.184 0.329 -0.109
C 1.761 5.125 0.740 0.252 -0.327 -0.086
C 1.019 1.714 2.133 2.297 0.381 -0.498
Hf 0.288 -0.106 0.285 -0.587 0.480 1.056
P -0.258 -2.623 -0.200 0.222 -2.542 -0.116
C 2.034 0.881 1.598 -0.650 0.455 1.931
C 2.375 -0.406 2.242 0.037 -0.404 -1.181
C 3.569 -1.084 1.845 -0.734 -0.660 0.014
C 3.709 -2.450 2.128 -0.153 1.025 -0.273
C 2.620 -3.078 2.727 0.515 -2.633 0.841
C 1.613 -2.411 3.398 -0.254 1.138 -0.250
C 1.483 -1.030 3.136 -0.600 -0.951 -0.140
Br 2.558 -5.069 2.678 0.670 1.845 0.525
H 0.421 1.379 2.983 -0.106 -0.115 -0.324
H 2.788 1.221 0.874 -0.455 0.337 0.108
H -1.094 3.380 2.585 0.164 0.054 0.028
H 2.906 3.301 0.882 -0.129 0.276 0.244
H -1.290 5.729 1.764 0.347 -0.222 -0.100
H 2.583 5.685 0.272 -0.478 -0.194 0.160
H 4.322 -0.538 1.288 0.081 -0.116 0.021
H 0.678 -0.453 3.606 0.300 -0.394 0.012
H 4.591 -3.026 1.851 -0.199 0.209 -0.063
H 0.937 -2.925 4.075 0.054 0.012 -0.159
P 0.817 0.689 -2.084 1.058 1.108 -3.531
C -1.201 -3.267 1.277 -0.395 0.564 0.133
C -0.848 -4.672 1.746 0.422 -0.618 0.265
H -2.281 -3.183 1.070 0.319 0.090 -0.171
H -1.000 -2.563 2.100 -0.052 -0.102 -0.061
H -1.432 -4.961 2.634 -0.009 0.329 -0.346
H -1.018 -5.447 0.990 -0.057 0.315 0.139
H 0.204 -4.728 2.056 -0.486 0.008 -0.236
C 1.380 -3.491 -0.253 0.375 0.484 0.476
C 1.471 -4.931 -0.758 -0.227 -0.415 -0.321
H 1.748 -3.468 0.775 -0.102 0.129 -0.235
H 2.071 -2.852 -0.829 -0.168 -0.115 0.010
H 2.496 -5.308 -0.626 -0.215 0.320 -0.044
H 0.825 -5.627 -0.208 0.146 0.322 -0.188
H 1.240 -4.991 -1.827 0.011 -0.090 0.208
C -1.109 -3.246 -1.726 -0.335 1.064 -0.462
C -1.818 -4.585 -1.580 -0.147 -0.566 0.362
H -0.380 -3.276 -2.552 0.006 0.096 0.383
H -1.824 -2.455 -1.987 -0.042 -0.329 -0.097
H -2.351 -4.851 -2.501 0.171 0.310 0.102
H -1.129 -5.410 -1.377 -0.108 0.230 -0.037
H -2.563 -4.558 -0.781 0.032 -0.041 -0.116
C -0.377 0.843 -3.505 -0.912 -0.060 0.263
C -1.191 -0.388 -3.866 -0.183 -0.255 -0.101
H 0.231 1.164 -4.364 0.194 -0.050 0.410
H -1.045 1.686 -3.286 0.131 -0.156 -0.113
H -1.749 -0.200 -4.795 0.204 -0.061 0.268
H -0.562 -1.272 -4.033 -0.146 0.202 -0.033
H -1.932 -0.624 -3.093 0.086 0.050 -0.118
C 2.117 -0.327 -2.924 -0.016 -0.714 0.327
C 3.428 -0.452 -2.153 0.239 0.071 -0.028
H 2.279 0.157 -3.901 -0.173 -0.038 0.321
H 1.673 -1.315 -3.131 0.185 0.225 0.027
H 4.151 -1.023 -2.755 -0.186 0.200 0.251
H 3.872 0.533 -1.947 -0.048 -0.276 -0.083
H 3.305 -0.985 -1.198 0.009 0.044 -0.112
C 1.579 2.378 -2.246 0.322 0.229 0.868
C 0.621 3.561 -2.167 -0.299 0.269 0.105
H 2.122 2.389 -3.203 -0.157 -0.319 0.171
H 2.336 2.446 -1.453 -0.020 0.170 -0.190
H 1.198 4.495 -2.135 -0.149 -0.270 -0.076
H -0.056 3.630 -3.032 0.292 -0.055 0.258
H 0.015 3.532 -1.251 0.134 0.106 -0.129
N -5.639 4.325 1.798 1.796 -1.641 -0.521
C -4.798 3.552 1.536 -1.130 1.009 0.391
C -3.747 2.626 1.165 -0.351 0.283 0.321
C -3.083 2.787 -0.047 0.242 0.359 -0.953
C -2.078 1.917 -0.423 -0.014 -0.026 0.555
N -1.611 0.957 0.439 -0.539 -0.698 -0.195
C -2.331 0.714 1.586 -0.153 0.671 -0.177
C -3.381 1.542 1.969 0.280 -0.745 0.561
H -3.358 3.617 -0.705 0.011 -0.428 0.069
H -1.652 1.938 -1.425 0.073 0.246 0.445
H -2.057 -0.185 2.160 -0.066 0.513 0.001
H -3.900 1.349 2.907 0.036 -0.047 -0.244



17
Properties=species:S:1:pos:R:3:forces:R:3 method="wB97M-V/def2-TZVPD" e_homo_ev="-15.33 / -15.34" charge=+1 e_above_lowest_kj_mol=170.94
C -0.742 -0.598 -1.289 -0.102 1.557 2.567
C 0.581 1.023 1.138 1.951 0.136 -3.607
N 0.202 0.471 -1.358 -0.984 -1.221 -3.594
N 0.400 -1.403 0.595 0.291 -0.155 0.758
N -0.394 -1.741 -0.297 -0.312 2.193 -2.425
N 0.849 1.150 -0.660 0.871 1.005 4.273
N -2.117 -0.227 -0.898 -0.730 0.135 0.440
N 1.727 0.824 1.784 -0.059 -1.443 0.153
O 1.680 2.003 -0.776 -0.495 -0.427 -0.860
O 1.535 2.081 1.486 1.203 1.584 1.604
O -0.888 -2.788 -0.571 -0.548 -1.390 0.042
O 2.515 0.112 2.233 0.662 0.516 0.288
F -2.030 0.714 0.104 0.786 -0.166 1.386
F -2.698 0.585 -1.806 0.200 -0.419 -1.625
H -0.794 -0.940 -2.264 -0.229 -1.394 -1.727
H -0.358 1.012 1.498 -3.063 -0.118 1.384
H 0.532 -2.277 1.082 0.560 -0.392 0.944



41
Properties=species:S:1:pos:R:3:forces:R:3 method="wB97M-V/def2-TZVPD" e_homo_ev=-11.29 charge=+1 e_above_lowest_kj_mol=103.55
C -3.398 0.266 0.998 -0.393 -0.109 -0.456
C -2.252 0.808 1.771 -0.084 0.089 -0.338
C -2.070 0.399 3.081 0.081 0.089 -0.099
C -1.017 0.881 3.827 0.023 -0.063 0.215
C -0.133 1.779 3.271 -0.090 -0.034 -0.111
C -0.288 2.206 1.963 -0.021 0.131 -0.334
C 0.687 3.174 1.399 0.288 0.376 -0.387
C -1.358 1.722 1.202 0.126 -0.305 1.010
N -1.535 2.151 -0.114 0.013 -0.020 0.094
C -1.688 2.514 -1.207 0.021 -0.025 -0.171
H -3.418 0.667 -0.014 -0.105 -0.082 0.028
H -3.339 -0.821 0.928 -0.028 -0.017 0.016
H -4.344 0.517 1.479 -0.018 -0.026 0.005
H -2.765 -0.304 3.509 -0.118 -0.111 0.050
H -0.886 0.557 4.846 0.023 -0.055 0.168
H 0.693 2.160 3.849 0.132 0.068 0.073
H 0.447 3.418 0.365 0.103 0.068 0.045
H 0.690 4.100 1.973 0.029 0.009 0.009
H 1.697 2.763 1.424 0.024 0.018 0.021
Cl -6.754 6.581 -4.147 0.211 -0.140 0.000
C -5.318 5.654 -4.269 0.308 -0.131 -0.035
C -4.078 6.254 -4.044 -0.271 0.339 0.090
C -2.926 5.525 -4.163 0.148 -0.639 -0.161
C -2.968 4.150 -4.515 -0.433 0.269 0.053
C -1.791 3.382 -4.685 0.347 -0.597 -0.051
C -1.761 1.906 -4.989 0.264 0.261 0.003
C -0.261 1.564 -5.148 -0.076 0.033 0.041
C 0.441 2.863 -4.902 -1.099 -0.379 -0.069
C -0.450 3.851 -4.639 0.097 0.322 0.065
C -4.242 3.562 -4.716 0.656 0.133 0.069
C -5.386 4.301 -4.600 -0.484 0.152 -0.003
H -4.051 7.298 -3.776 0.075 0.115 0.031
H -1.974 5.994 -3.979 0.087 0.149 0.029
H -2.227 1.346 -4.168 0.050 0.140 -0.098
H -2.334 1.692 -5.899 0.086 0.008 0.146
H 0.064 0.802 -4.426 0.005 0.134 -0.188
H -0.033 1.179 -6.152 0.044 0.039 0.238
H 1.509 2.997 -4.947 0.143 -0.035 0.022
H -0.174 4.871 -4.445 0.045 0.165 0.051
H -4.305 2.520 -4.976 -0.089 -0.198 -0.050
H -6.354 3.861 -4.771 -0.121 -0.139 -0.022



132
Properties=species:S:1:pos:R:3:forces:R:3 method="wB97M-V/def2-TZVPD" e_homo_ev=-8.35 smiles=COCCNCCOC.COCCNCCOC.COCCNCCOC.COCCNCCOC.COCCNCCOC.O.O.O.O e_above_lowest_kj_mol=240.04
O 3.087 -3.964 -2.792 -0.155 0.316 -0.193
H 2.284 -4.194 -3.292 -0.052 -0.050 0.258
H 3.206 -3.004 -2.961 0.181 -0.411 0.173
O 5.967 -3.001 -0.899 -0.135 0.183 0.275
H 5.518 -3.832 -0.712 -0.016 0.002 -0.253
H 5.252 -2.381 -1.102 0.084 -0.158 -0.311
O -1.352 1.484 -2.045 -0.149 0.067 -0.035
H -0.593 1.830 -2.526 0.052 0.165 0.213
H -1.038 1.382 -1.137 0.134 -0.206 -0.242
O 3.611 -1.290 -2.645 -0.059 0.373 -0.061
H 3.008 -0.964 -1.924 0.519 -0.136 -0.080
H 3.842 -0.488 -3.150 -0.194 -0.402 0.590
C -1.950 -0.566 -4.846 0.293 -0.490 0.067
O -1.840 -1.979 -4.892 -0.168 -0.004 -0.268
C -0.915 -2.520 -3.977 -0.496 -0.592 -0.229
C -0.525 -3.879 -4.516 1.761 -0.774 -0.912
N 0.329 -4.722 -3.630 -1.428 0.005 0.405
C -0.396 -5.100 -2.394 1.512 0.387 0.079
C 0.468 -6.105 -1.593 -1.280 0.516 -0.556
O -0.337 -6.663 -0.569 0.678 -0.031 0.054
C -0.568 -5.820 0.562 -0.488 -0.975 -0.942
H -2.770 -0.321 -5.514 -0.069 0.224 0.129
H -1.026 -0.112 -5.224 0.013 0.107 -0.020
H -2.111 -0.211 -3.825 -0.197 0.105 -0.058
H -1.430 -2.725 -3.029 0.270 0.675 0.258
H -0.058 -1.845 -3.899 0.105 -0.184 0.418
H 0.155 -3.795 -5.372 -0.489 0.558 -0.251
H -1.388 -4.441 -4.888 -0.321 0.257 0.335
H 0.414 -5.587 -4.158 0.344 0.017 0.023
H -1.396 -5.489 -2.603 -0.025 -0.193 0.130
H -0.476 -4.190 -1.796 -0.267 -0.002 0.014
H 1.383 -5.630 -1.233 -0.018 0.077 0.150
H 0.756 -6.895 -2.289 0.004 -0.305 0.267
H 0.358 -5.603 1.095 -0.018 0.091 0.113
H -1.256 -6.449 1.125 0.174 0.367 0.590
H -1.106 -4.916 0.269 0.173 0.198 0.112
C 4.858 1.865 1.462 1.640 0.667 -0.196
O 3.769 1.060 1.123 0.210 -0.244 0.466
C 4.190 -0.279 0.862 -1.194 -0.323 0.052
C 2.889 -1.138 0.839 2.184 2.274 -0.148
N 2.174 -0.703 -0.350 -0.583 -1.630 -0.358
C 1.059 -1.598 -0.657 -0.925 0.627 -0.636
C -0.106 -1.566 0.340 0.758 -0.148 -1.187
O -0.655 -0.266 0.227 0.614 0.663 0.790
C -1.442 0.164 1.321 -0.850 -1.839 0.093
H 5.583 1.890 0.634 -0.260 0.313 -0.203
H 5.508 1.550 2.297 -0.630 -0.715 0.183
H 4.582 2.871 1.773 -0.526 -0.096 -0.484
H 4.905 -0.608 1.615 -0.057 -0.087 0.076
H 4.632 -0.387 -0.132 0.256 0.338 -0.045
H 2.385 -0.889 1.775 -0.241 -0.630 0.119
H 3.282 -2.146 0.755 -0.793 -0.357 -0.009
H 1.891 0.267 -0.345 -0.121 -0.001 0.437
H 1.382 -2.619 -0.871 0.378 -0.016 0.409
H 0.610 -1.286 -1.608 0.117 0.175 -0.003
H 0.284 -1.847 1.320 -0.435 0.318 0.367
H -0.820 -2.306 -0.032 -0.296 -0.131 0.396
H -2.283 -0.547 1.371 -0.403 0.502 -0.025
H -1.805 1.173 1.156 0.162 0.052 -0.006
H -0.997 0.016 2.313 0.637 0.508 -0.210
C 4.843 -3.621 2.418 -0.470 -1.393 -0.667
O 4.409 -2.442 3.064 0.377 -1.384 0.157
C 4.422 -2.710 4.465 -1.054 2.159 0.016
C 3.905 -1.428 5.170 1.864 -1.345 0.070
N 4.869 -0.353 4.842 -1.407 -0.597 0.152
C 4.414 0.906 5.407 -0.594 0.922 -0.740
C 3.168 1.559 4.713 0.566 -0.170 -0.038
O 3.462 2.732 3.974 -0.692 0.160 0.090
C 3.691 3.899 4.746 0.811 -0.340 -0.557
H 4.648 -3.624 1.348 0.198 0.730 -0.045
H 4.283 -4.514 2.732 -0.329 0.259 0.424
H 5.876 -3.946 2.569 0.289 0.788 0.174
H 5.454 -2.843 4.791 -0.012 -0.410 0.123
H 3.743 -3.525 4.727 0.276 -0.337 -0.149
H 4.025 -1.737 6.214 -0.255 0.619 0.262
H 2.853 -1.211 4.975 -0.066 0.005 -0.220
H 4.804 -0.317 3.825 0.407 0.368 0.035
H 5.214 1.643 5.294 0.072 -0.090 0.392
H 4.133 0.766 6.450 0.517 -0.084 0.148
H 2.401 1.773 5.463 -0.182 0.012 -0.088
H 2.788 0.875 3.952 -0.206 -0.113 0.133
H 4.722 3.801 5.106 -0.215 0.548 0.536
H 2.968 4.087 5.545 0.007 -0.366 0.089
H 3.645 4.746 4.060 0.043 -0.049 -0.008
C 3.648 0.927 -4.939 0.985 1.010 -0.567
O 3.617 1.322 -3.573 -0.308 0.093 -0.492
C 2.559 2.237 -3.273 0.493 -0.985 0.397
C 2.763 2.717 -1.860 -0.214 1.124 0.409
N 1.495 3.283 -1.346 0.593 0.117 0.285
C 1.585 3.555 0.083 -0.487 0.128 0.670
C 0.289 4.203 0.536 0.255 0.504 0.765
O 0.071 5.418 -0.163 0.010 -0.179 -0.213
C -1.318 5.792 -0.223 1.794 -0.927 -0.729
H 4.169 -0.022 -5.057 -0.114 -0.105 0.256
H 4.262 1.677 -5.453 -0.078 -0.108 -0.271
H 2.700 0.885 -5.481 -0.327 -0.092 0.546
H 1.645 1.639 -3.308 -0.381 0.338 -0.157
H 2.527 3.081 -3.963 -0.034 -0.097 -0.266
H 3.491 3.536 -1.791 0.434 -0.331 -0.335
H 3.149 1.924 -1.219 -0.306 -0.173 0.000
H 1.431 4.233 -1.711 -0.334 -0.294 -0.487
H 2.390 4.235 0.404 0.229 -0.064 -0.473
H 1.745 2.635 0.650 -0.087 -0.079 -0.059
H 0.383 4.526 1.583 -0.069 -0.649 0.201
H -0.535 3.486 0.439 -0.179 0.187 -0.208
H -1.741 4.994 -0.841 -0.854 0.332 0.207
H -1.263 6.726 -0.778 -0.666 0.148 0.280
H -1.736 5.846 0.784 -0.260 0.218 -0.146
C -4.459 3.362 0.426 0.275 -0.500 0.032
O -5.820 3.033 0.599 -0.180 -0.042 -0.234
C -6.553 3.090 -0.601 0.499 -1.073 -1.545
C -7.954 2.578 -0.415 -0.616 -0.386 0.987
N -7.934 1.229 0.166 0.360 -0.026 -1.327
C -9.103 0.821 0.911 0.538 0.724 1.448
C -10.357 0.716 0.053 1.522 -0.431 -0.261
O -11.491 0.400 0.808 -0.071 0.185 0.069
C -11.837 1.368 1.785 -1.005 0.256 -0.539
H -4.017 2.994 -0.509 -0.480 0.319 -0.363
H -3.874 2.787 1.148 -0.185 0.496 0.520
H -4.351 4.443 0.528 0.425 -0.029 -0.014
H -6.111 2.406 -1.348 0.300 -0.244 0.303
H -6.473 4.024 -1.169 -0.365 0.549 0.704
H -8.466 2.497 -1.375 0.082 0.577 -0.124
H -8.507 3.253 0.255 -0.139 0.107 -0.124
H -7.004 1.051 0.505 -0.342 -0.377 0.715
H -9.242 1.542 1.736 -0.497 0.344 -0.186
H -8.965 -0.080 1.513 0.322 -0.402 -0.669
H -10.175 -0.090 -0.662 -0.294 -0.182 0.107
H -10.384 1.614 -0.578 -0.809 0.245 0.328
H -11.516 1.145 2.803 0.462 -0.091 -0.131
H -12.930 1.397 1.810 0.008 -0.072 0.048
H -11.528 2.364 1.460 0.237 0.043 0.233



58
Properties=species:S:1:pos:R:3:forces:R:3 method="wB97M-V/def2-TZVPD" e_homo_ev="-6.44 / -6.77" multiplicity=5 e_above_lowest_kj_mol=227.24
C -0.705 1.023 -4.947 0.033 0.132 -0.235
C -0.725 0.496 -3.665 0.143 0.241 -0.038
N 0.089 1.021 -2.742 0.024 0.061 -0.171
C 0.946 2.023 -2.974 -0.131 -0.001 -0.137
C 1.018 2.564 -4.248 0.009 0.046 -0.236
C 0.180 2.060 -5.243 -0.022 -0.088 0.164
C -1.604 -0.689 -3.288 -0.495 -0.398 0.041
P -2.063 -0.806 -1.485 -0.879 0.068 -1.922
Pm 0.114 0.009 -0.584 0.163 -2.908 4.484
P 2.204 1.357 -0.462 0.709 1.702 -1.114
C 1.747 2.581 -1.801 0.454 0.102 0.182
O -0.435 -3.602 -3.670 0.486 -0.092 0.137
O 0.719 -3.656 -1.206 -0.377 -0.358 0.647
H -1.372 0.611 -5.692 0.063 0.086 -0.092
H 1.713 3.372 -4.439 -0.069 -0.039 -0.118
H 0.217 2.476 -6.251 -0.017 -0.113 0.281
C -3.407 0.280 -1.159 -1.392 0.292 -0.041
C -2.476 -2.464 -1.100 -0.832 -1.207 -0.191
H 2.671 3.062 -2.142 -0.247 0.179 -0.244
H 1.130 3.336 -1.282 0.177 -0.229 -0.192
H -1.076 -1.653 -3.506 -0.299 0.605 0.068
H -2.540 -0.679 -3.864 0.306 0.012 -0.239
C 2.420 2.232 1.038 0.790 0.880 0.914
C 3.678 0.519 -0.938 1.234 -0.080 -0.183
H 0.841 -2.665 -1.224 0.454 0.187 -0.347
H 0.441 -3.832 -0.293 0.194 -0.154 -0.273
H -0.084 -3.787 -2.762 -0.116 0.071 -0.453
H 0.370 -3.494 -4.200 -0.322 -0.105 0.178
H -0.703 1.430 0.044 -1.960 4.321 1.301
H 1.017 -1.285 -1.432 2.216 -2.826 -2.485
H -4.266 -0.105 -1.706 -0.534 0.325 0.049
H -3.615 0.288 -0.079 0.068 -0.008 -0.344
H -3.177 1.308 -1.466 0.034 -0.329 0.055
H -3.328 -2.735 -1.720 -0.177 -0.597 0.135
H -1.629 -3.139 -1.288 -0.318 0.308 -0.026
H -2.733 -2.516 -0.036 -0.022 0.013 -0.206
H 4.475 1.258 -0.962 0.569 -0.204 -0.141
H 3.900 -0.262 -0.197 -0.037 0.266 -0.188
H 3.561 0.034 -1.915 -0.039 0.183 0.245
H 3.279 2.889 0.913 0.143 0.340 0.492
H 1.520 2.804 1.301 0.242 -0.191 -0.189
H 2.594 1.506 1.850 -0.007 0.298 -0.366
O 2.049 2.148 4.416 -0.414 0.772 1.277
S 1.905 0.773 4.779 -1.899 -2.391 -4.609
O 3.057 0.036 5.184 -0.161 -0.010 1.523
N 1.523 0.040 3.230 0.395 0.293 0.004
C 0.362 -0.498 3.082 1.360 0.414 0.925
S -0.089 -1.386 1.689 -0.563 -0.838 0.538
C -0.459 -0.442 4.318 -0.320 -0.018 0.590
C -1.729 -0.991 4.532 0.426 0.324 0.184
C -2.313 -0.889 5.798 0.418 0.242 0.106
C -1.635 -0.249 6.846 0.369 0.026 -0.491
C -0.356 0.298 6.634 -0.001 -0.134 -0.471
C 0.220 0.191 5.363 -0.064 0.448 1.346
H -2.239 -1.494 3.714 0.156 0.107 0.125
H -3.297 -1.316 5.970 0.144 0.073 0.002
H -2.093 -0.180 7.830 0.090 -0.003 -0.175
H 0.186 0.789 7.438 -0.153 -0.096 -0.078